(1)
This record from OMol25 describes a gas-phase ion, C10H13N2 (charge +1). The level of theory is the ωB97M-V functional and the def2-TZVPD basis.

The geometry in ORCA input format:
```
! RIJCOSX wB97M-V def2-TZVPD def2/J DEFGRID3
* xyz 1 1
N 0.85 0.51 -0.58
N -0.87 -1.20 -0.76
C 1.50 0.30 1.73
C 0.35 0.90 0.75
C 0.44 2.38 0.94
C -1.47 -0.86 0.34
C 0.28 -0.43 -1.22
C -0.95 0.30 1.20
C 0.81 -0.85 -2.52
C 0.13 -1.72 -3.33
C -1.02 -2.46 -2.84
C -1.40 -2.27 -1.55
H 1.18 -0.70 1.90
H 1.49 2.73 0.66
H 1.70 -0.39 -2.85
H -0.25 2.85 0.25
H 0.00 2.75 1.87
H 2.38 0.56 1.18
H -1.76 1.14 1.03
H 1.52 0.74 2.71
H -1.55 -3.14 -3.40
H -0.79 0.17 2.27
H -2.23 -2.70 -1.14
H -2.31 -1.46 0.82
H 0.36 -1.98 -4.37
*
```

Summary:
Structure (SMILES) ... CC1(C)CC=[n+]2ccccc2=N1
HOMO-LUMO gap (alpha / beta) ... 7.15 / 7.15 eV

These are the Mulliken partial charges, in e, on atoms 1 to 8: -0.498 0.163 -1.564 1.219 -1.605 0.074 0.637 -1.083

***

(2)
This record from OMol25 describes a gas-phase ion, C10H13N2 (charge +1). The level of theory is the ωB97M-V functional and the def2-TZVPD basis.

The geometry in ORCA input format:
```
! RIJCOSX wB97M-V def2-TZVPD def2/J DEFGRID3
* xyz 1 1
N 1.60 -0.89 -0.33
N -0.58 -0.29 -0.42
C -2.08 0.37 1.31
C 2.60 1.54 0.63
C 3.41 0.41 0.46
C -0.40 -1.71 -0.76
C 0.90 -2.03 -0.67
C -2.90 0.21 -1.12
C 0.78 0.18 -0.14
C 2.91 -0.77 -0.03
C 1.23 1.36 0.36
C -1.73 0.53 -0.18
H 0.48 2.18 0.51
H -2.85 1.12 1.69
H 4.55 0.55 0.59
H -1.19 -2.30 -1.18
H -3.78 0.94 -0.98
H 3.06 2.36 1.07
H 3.57 -1.60 -0.27
H 1.37 -2.98 -0.64
H -2.70 0.08 -2.20
H -1.29 1.58 -0.27
H -1.12 0.41 1.85
H -3.28 -0.71 -0.82
H -2.57 -0.55 1.52
*
```

Summary:
Structure (SMILES) ... CC(C)n1cc[n+]2ccccc12
HOMO-LUMO gap ... 8.75 eV

These are the Mulliken partial charges, in e, on atoms 1 to 8: 0.086 0.196 -1.171 -0.736 -0.416 -0.132 -0.652 -1.465

***

For the records above, the corresponding maximum force values read 4.6, 5.4 eV/Å.
For the records above, the corresponding ΔE to the lowest compared entry with this formula, charge and spin values read 318.1, 113.2 kJ/mol.